No. 1
The following is a DFT calculation (wB97M-V/def2-TZVPD) of a structure of composition C17H36CuN6O6S in a non-equilibrium geometry.

CARTESIAN COORDINATES (ANGSTROEM)
Cu1 -2.6151 -2.3994 0.0269
S1 1.3675 3.8895 -1.8582
O1 3.2381 1.1020 0.2582
O2 4.0021 1.8166 -1.5838
O3 2.7671 -0.1539 -3.4625
O4 -1.1274 -4.2048 -2.4871
O5 2.6104 -1.3768 -2.7545
O6 -0.2600 -1.2405 -1.7601
N1 3.4629 0.1844 6.2657
N2 0.3240 2.7257 -1.0524
N3 -0.2350 0.6241 -0.2983
N4 1.6791 -0.6626 4.9397
N5 1.8133 0.9293 -1.5556
N6 1.5495 -0.5845 7.3171
C1 -3.0554 2.1094 -3.1792
C2 0.4530 -0.1143 0.7893
C3 -0.0624 -0.4061 3.2369
C4 1.8543 0.8055 -3.0269
C5 -1.9439 3.6861 -1.4827
C6 -0.9934 -0.2281 -1.1749
C7 0.3521 0.5946 2.1492
C8 -0.8264 -4.3446 -0.0346
C9 2.1792 -0.3729 6.2393
C10 -0.8943 3.3217 -0.4392
C11 -0.2061 -4.3534 -1.4129
C12 0.6501 1.4775 -0.9943
C13 0.4166 0.0249 4.6279
C14 -3.0300 2.6175 -1.7203
C15 3.0393 1.3082 -0.9489
C16 -0.8601 -1.8088 -2.9210
C17 -1.7635 -2.9806 -2.5882
H1 0.6454 -1.0054 7.1277
H2 0.6252 -3.6610 -1.4849
H3 0.7528 3.8720 -3.0534
H4 0.5581 1.1047 4.6093
H5 2.3441 -0.3798 4.2301
H6 -1.7413 -0.7570 -0.5214
H7 -2.3885 -2.7675 -1.6865
H8 -1.2777 2.7095 0.3588
H9 -1.4501 -1.0913 -3.4902
H10 -2.4315 4.5731 -1.1026
H11 3.3890 -1.4044 -2.1825
H12 3.9473 -0.1770 7.0774
H13 -2.4755 -3.0861 -3.3967
H14 -0.0731 -1.0569 0.8905
H15 -3.9822 3.0977 -1.5643
H16 -3.8243 2.5940 -3.7599
H17 2.1348 1.7291 -3.5101
H18 -1.5573 0.3797 -1.8790
H19 -0.4566 1.3066 2.0484
H20 1.2814 1.0806 2.4110
H21 -0.3221 -0.1986 5.3776
H22 -2.1113 2.3106 -3.6770
H23 -0.0633 -2.1363 -3.5745
H24 0.3373 -1.3861 3.0055
H25 -1.4902 3.9951 -2.4125
H26 -1.2578 -3.3401 0.2057
H27 0.2140 -5.3409 -1.5409
H28 3.9840 -0.1076 5.4492
H29 -0.5434 4.2419 0.0060
H30 -1.6361 -5.0585 0.0185
H31 -3.1775 1.0344 -3.2252
H32 1.4780 -0.3764 0.5488
H33 0.8522 0.5367 -3.3615
H34 -0.0832 -4.5141 0.7272
H35 -2.9402 1.7873 -1.0323
H36 -1.1454 -0.4938 3.2491

Properties
E_LUMO (spin up / spin down) ... -8.15 / -9.12 eV
HOMO level (spin up / spin down) ... -12.8 / -12.8 eV
Maximum force ... 1.52 eV/A
Charge ... +2
E ... -3487.0899 Eh
⟨S²⟩ ... 0.76
Multiplicity ... 2



No. 2
The following is a DFT calculation (wB97M-V/def2-TZVPD) of the molecule C4H6N4 in a non-equilibrium geometry.

CARTESIAN COORDINATES (ANGSTROEM)
N1 -0.1257 -0.9177 1.0402
N2 1.0818 -1.2672 1.3455
N3 -1.8305 0.6192 0.3243
N4 1.3424 -1.5159 -1.0117
C1 -0.5306 0.1151 0.2671
C2 0.4870 0.8100 -0.5047
C3 2.2459 -0.8822 -1.6771
C4 1.2703 -0.1037 -1.1211
H1 -2.5771 -0.0096 0.4440
H2 -2.0029 1.2934 -0.4077
H3 2.8955 -1.0514 -2.4543
H4 1.7717 -0.4956 1.2288
H5 0.5049 1.8154 -0.7484
H6 -0.8862 -1.4585 1.4140

Properties
E_LUMO (spin up / spin down) ... 0.86 / 0.85 eV
HOMO level (spin up / spin down) ... -6.4 / -6.4 eV
Maximum force ... 3.66 eV/A
E ... -374.8353 Eh
Relative energy (zero: lowest compared OMol25 entry of this formula, charge and spin) ... 141.84 kcal/mol



No. 3
The following is a DFT calculation (wB97M-V/def2-TZVPD) of the molecule C6H10O.

CARTESIAN COORDINATES (ANGSTROEM)
O1 1.0158 -1.2670 0.5326
C1 -0.9986 -0.7858 -0.5987
C2 0.3284 0.9903 0.5589
C3 1.1603 -0.0725 -1.5714
C4 -2.0704 -1.2867 -0.8278
C5 0.3626 -0.2942 -0.2818
C6 -0.6131 0.9264 1.7567
H1 0.0656 1.8334 -0.0910
H2 -0.4610 1.7890 2.4136
H3 0.7283 0.7350 -2.1712
H4 1.3604 1.1480 0.8960
H5 2.1901 0.1883 -1.3076
H6 -0.4323 0.0153 2.3346
H7 -1.6593 0.9240 1.4338
H8 -3.0226 -1.7315 -1.0179
H9 0.8716 -2.1306 0.1235
H10 1.1743 -0.9814 -2.1822

Properties
E_LUMO ... 0.97 eV
HOMO level ... -10.1 eV
Maximum force ... 0.52 eV/A
E ... -309.7901 Eh
Relative energy (zero: lowest compared OMol25 entry of this formula, charge and spin) ... 32.78 kcal/mol
SMILES ... C#C[C@](C)(O)CC



No. 4
The following is a DFT calculation (wB97M-V/def2-TZVPD) of a structure of composition CCl3OP in a non-equilibrium geometry.

CARTESIAN COORDINATES (ANGSTROEM)
Cl1 -1.8646 -1.0796 0.6750
Cl2 1.6176 -1.4763 -0.8271
Cl3 1.9642 1.4090 0.1610
P1 1.0922 -0.3265 0.7050
O1 -1.7201 1.1476 -0.6615
C1 -1.0892 0.3257 -0.0525

Properties
E_LUMO ... -1.01 eV
HOMO level ... -9.3 eV
Maximum force ... 3.20 eV/A
E ... -1835.2746 Eh
Relative energy (zero: lowest compared OMol25 entry of this formula, charge and spin) ... 26.15 kcal/mol



No. 5
The following is a DFT calculation (wB97M-V/def2-TZVPD) of a cluster of 7 separate species, C33H77N3O10 in total in a non-equilibrium geometry.

CARTESIAN COORDINATES (ANGSTROEM)
O1 5.9601 -1.8493 1.1271
O2 1.9571 0.7493 0.8040
O3 0.5721 3.0875 -0.4237
O4 1.7974 -5.1056 -2.7962
O5 1.6493 -2.0295 1.4262
O6 2.8499 5.3386 3.5658
O7 1.7577 2.7792 2.8593
O8 0.7170 -4.4317 3.1787
O9 4.8251 0.5560 0.5994
O10 -4.4333 2.2953 1.1382
N1 0.6928 3.5741 -1.7462
N2 -4.2408 1.1419 1.9183
N3 0.6470 -4.7150 -2.0951
C1 0.3992 -3.2850 -2.2124
C2 3.1546 3.0396 -1.7473
C3 -0.0519 2.7437 -2.7047
C4 0.3258 1.2555 -2.5901
C5 -4.7268 1.3546 3.2850
C6 0.1354 3.2902 -4.0953
C7 -0.9845 -6.0142 -3.4983
C8 0.0214 -2.8447 -3.6347
C9 0.1743 -7.0353 -1.5678
C10 2.0473 4.0701 -2.0006
C11 1.5843 3.5617 -4.4623
C12 -1.9112 -3.7891 -1.2265
C13 -3.2514 -0.6151 3.9259
C14 -2.9070 -0.7898 2.4589
C15 0.1464 -3.1470 3.0029
C16 1.5111 4.9298 3.8420
C17 -4.6202 0.0470 4.0517
C18 -1.7123 1.3581 1.9513
C19 -0.6969 -2.8743 -1.2402
C20 -2.9547 0.5040 1.6572
C21 -0.4041 -5.7244 -2.0963
C22 5.1887 -0.2690 -0.4705
C23 -3.9717 2.4634 4.0510
C24 1.6611 -2.5409 -1.7876
C25 1.1574 -2.0490 2.7666
C26 -1.5234 2.9143 -2.3200
C27 -2.9291 0.1377 0.1862
C28 5.2302 -1.7447 -0.0848
C29 1.0491 3.9906 2.7728
C30 -1.5077 -5.2630 -1.1409
C31 -6.1998 1.7500 3.1882
C32 2.1459 4.5509 -3.4617
C33 2.2900 5.2968 -1.1183
H1 3.0205 6.1621 4.0286
H2 1.4827 4.4562 4.8326
H3 4.2163 -2.1563 -0.0037
H4 0.5385 -6.9384 -0.5479
H5 -2.5004 0.0026 4.4335
H6 1.3366 -1.7152 -1.1400
H7 -1.8267 3.9405 -2.5381
H8 -2.8305 1.0255 -0.4460
H9 -1.6922 2.7717 -1.2553
H10 0.6875 -1.0833 2.9604
H11 -1.3874 -5.1325 -3.9950
H12 6.2983 -2.7425 1.2201
H13 5.4249 0.3839 1.3342
H14 2.0024 -2.1528 3.4554
H15 -4.8608 0.2365 5.0985
H16 -0.0481 3.8897 2.8042
H17 -1.7813 -6.7532 -3.4509
H18 -1.8939 -1.2032 2.3879
H19 -2.3857 -5.8731 -1.3701
H20 3.2514 2.2741 -2.5238
H21 -0.8239 0.9075 1.5071
H22 3.0483 2.5361 -0.7860
H23 -0.3092 2.6100 -4.8240
H24 4.1288 3.5377 -1.7756
H25 -0.1651 -6.3452 -4.1438
H26 -3.2460 -1.5571 4.4772
H27 1.6072 -0.1134 1.0544
H28 -2.5428 -3.5930 -0.3576
H29 2.2779 -3.1140 -1.0930
H30 -0.3524 -2.8607 -0.2008
H31 -2.0437 -0.4402 -0.1072
H32 -0.9846 -3.1490 -3.9160
H33 1.6141 -5.0134 -3.7447
H34 0.0930 -1.7598 -3.7322
H35 1.0539 -4.7563 2.3385
H36 0.7065 -3.2614 -4.3802
H37 -6.3333 2.7931 2.9009
H38 -3.5895 -1.5410 2.0498
H39 2.1770 2.6395 -4.4026
H40 0.8280 5.7858 3.9071
H41 -3.9146 3.4129 3.5186
H42 1.2253 4.4645 1.7992
H43 3.2973 5.6776 -1.2791
H44 1.4027 1.1178 -2.4986
H45 -5.3417 -0.6672 3.6394
H46 -0.0602 0.6386 -3.4028
H47 2.8502 0.5648 0.4825
H48 1.5736 6.0888 -1.3505
H49 -6.7053 1.1455 2.4344
H50 2.0903 5.0620 -0.0737
H51 1.0523 2.2416 -0.4111
H52 -2.1758 2.2511 -2.8957
H53 -0.9575 -1.8471 -1.5064
H54 -3.7978 -0.4014 -0.1916
H55 4.4454 -0.1636 -1.2669
H56 -0.1354 0.8634 -1.6767
H57 -0.3771 4.2546 -4.1672
H58 -1.2181 -5.5009 -0.1129
H59 -2.9736 2.1571 4.3542
H60 -1.5255 1.4372 3.0213
H61 3.2034 4.7659 -3.6270
H62 1.6979 2.3028 2.0203
H63 -6.7024 1.6040 4.1473
H64 0.9962 -7.3586 -2.2104
H65 -0.5371 -3.1653 2.1419
H66 -4.5148 2.6512 4.9834
H67 -0.5667 -7.8315 -1.6641
H68 1.6556 3.9274 -5.4865
H69 2.2821 -2.0906 -2.5602
H70 -0.4503 -2.9068 3.8828
H71 -1.8118 2.3735 1.5612
H72 5.7186 -2.2980 -0.8970
H73 -3.7342 2.9275 1.3661
H74 -2.5527 -3.6336 -2.1016
H75 2.0168 -2.8872 1.1938
H76 6.1556 -0.0191 -0.9266
H77 1.5720 5.4804 -3.5313

Properties
E_LUMO ... 0.23 eV
HOMO level ... -8.2 eV
Maximum force ... 1.53 eV/A
E ... -2220.0689 Eh
Relative energy (zero: lowest compared OMol25 entry of this formula, charge and spin) ... 0.00 kcal/mol
SMILES ... CC1(C)CCCC(C)(C)N1O.CC1(C)CCCC(C)(C)N1O.CC1(C)CCCC(C)(C)N1O.OCCO.OCCO.OCCO.O



No. 6
The following is a DFT calculation (wB97M-V/def2-TZVPD) of a cluster of 6 separate species, C30H35FN2O14 in total.

CARTESIAN COORDINATES (ANGSTROEM)
F1 3.8380 -3.9477 -1.3606
O1 -2.4311 0.8524 -2.0751
O2 -0.5787 -1.7096 3.9176
O3 4.9020 -3.0670 0.3538
O4 -3.0472 -1.2950 2.8594
O5 1.2391 -3.4957 -4.3685
O6 -4.4646 -0.9660 -1.2413
O7 0.9458 -0.0873 3.7578
O8 1.8825 -3.8428 0.9416
O9 -1.3124 2.4993 -3.1408
O10 -0.5526 -2.1861 -4.6568
O11 1.4457 2.4634 -2.4992
O12 -1.8796 4.0024 4.3246
O13 3.3225 1.3090 -2.0873
O14 -0.0275 2.9046 3.7095
N1 2.8612 -2.1943 -0.3199
N2 -4.1780 -1.8755 0.8943
C1 0.1897 -0.9664 4.4555
C2 -3.2585 3.6724 4.5773
C3 4.6606 1.6123 -1.6630
C4 3.5022 3.6513 -1.9612
C5 -2.2774 -1.7792 -0.5086
C6 -1.2093 2.9040 3.9042
C7 -3.7561 -1.4860 -0.4402
C8 -2.9992 -1.6321 1.7177
C9 -2.8398 3.1738 -1.4909
C10 4.9017 3.0556 -2.0808
C11 1.1970 0.5056 6.0167
C12 -3.5271 2.4186 3.7554
C13 -0.0210 -3.2455 -4.8072
C14 -2.1997 2.0169 -2.2423
C15 1.6561 -4.8109 -4.7713
C16 3.9568 -3.0756 -0.3611
C17 0.4997 -0.8521 5.9349
C18 -2.5156 4.3699 -2.3793
C19 -0.1302 -2.2751 -1.3768
C20 -1.4572 -1.9470 -1.6057
C21 2.6091 2.4524 -2.2289
C22 0.3310 -2.4247 -0.0748
C23 1.8353 0.6188 4.6403
C24 -1.8135 -1.8835 0.8046
C25 -2.1639 1.7331 3.7731
C26 -0.4865 -2.2103 1.0334
C27 1.7115 -2.8816 0.2358
C28 -0.5731 -4.4751 -5.5028
C29 -1.2160 3.9266 -3.0355
C30 0.3643 -5.5800 -5.0180
H1 -3.2929 4.4819 -3.1370
H2 -0.5070 -4.3203 -6.5807
H3 -0.3380 4.1630 -2.4338
H4 -2.3688 3.2472 -0.5087
H5 -0.0675 -2.3098 2.0256
H6 -0.4153 -0.8930 6.5194
H7 -3.9080 3.0103 -1.3778
H8 -1.8631 -1.8546 -2.6020
H9 -4.3366 1.8094 4.1510
H10 -2.0418 1.0836 4.6419
H11 -3.3790 3.5003 5.6492
H12 1.1558 -1.6768 6.2175
H13 2.2658 -5.2429 -3.9813
H14 1.9161 0.5923 6.8287
H15 3.3130 4.4369 -2.6871
H16 0.4846 -6.4039 -5.7183
H17 5.6555 3.5560 -1.4763
H18 -3.8795 4.5158 4.2854
H19 -1.9633 1.1702 2.8666
H20 0.5331 -2.4304 -2.2177
H21 3.2939 4.0188 -0.9550
H22 3.1451 -1.4288 0.2829
H23 -3.7848 2.6951 2.7319
H24 -1.0823 4.3436 -4.0312
H25 -1.6078 -4.6414 -5.2173
H26 -2.4272 5.3151 -1.8464
H27 1.9242 1.6454 4.2992
H28 5.2286 3.0880 -3.1209
H29 -4.3307 -2.8815 0.9153
H30 4.7226 1.4887 -0.5778
H31 0.4518 1.2932 6.1403
H32 2.8175 0.1399 4.6027
H33 -0.0067 -5.9890 -4.0771
H34 2.2630 -4.7176 -5.6745
H35 5.3502 0.9164 -2.1357

Properties
E_LUMO ... 0.14 eV
HOMO level ... -9.4 eV
Maximum force ... 0.92 eV/A
E ... -2426.9852 Eh
SMILES ... O=C(F)NC(=O)c1ccc2c(c1)C(=O)NC2=O.O=C1CCCO1.O=C1CCCO1.O=C1CCCO1.O=C1CCCO1.O=C1CCCO1